{
  "formula": "C56H117N6O8",
  "method": "ωB97M-V with the def2-TZVPD basis set",
  "symbols": ["C", "C", "O", "O", "H", "H", "H", "C", "C", "C", "C", "C", "C", "N", "O", "C", "C", "C", "H", "H", "H", "H", "H", "H", "H", "H", "H", "H", "H", "H", "H", "H", "H", "H", "H", "H", "H", "C", "C", "C", "C", "C", "C", "N", "O", "C", "C", "C", "H", "H", "H", "H", "H", "H", "H", "H", "H", "H", "H", "H", "H", "H", "H", "H", "H", "H", "H", "C", "C", "C", "C", "C", "C", "N", "O", "C", "C", "C", "H", "H", "H", "H", "H", "H", "H", "H", "H", "H", "H", "H", "H", "H", "H", "H", "H", "H", "H", "C", "C", "C", "C", "C", "C", "N", "O", "C", "C", "C", "H", "H", "H", "H", "H", "H", "H", "H", "H", "H", "H", "H", "H", "H", "H", "H", "H", "H", "H", "C", "C", "C", "C", "C", "C", "N", "O", "C", "C", "C", "H", "H", "H", "H", "H", "H", "H", "H", "H", "H", "H", "H", "H", "H", "H", "H", "H", "H", "H", "C", "C", "C", "C", "C", "C", "N", "O", "C", "C", "C", "H", "H", "H", "H", "H", "H", "H", "H", "H", "H", "H", "H", "H", "H", "H", "H", "H", "H", "H"],
  "coordinates": [[-0.291, -0.761, -0.908], [1.003, -1.447, -1.327], [2.108, -0.823, -1.230], [1.027, -2.545, -1.961], [-0.024, 0.245, -0.576], [-0.591, -1.325, -0.026], [-0.926, -0.632, -1.776], [2.316, 0.649, 4.270], [1.192, 1.109, 3.305], [0.062, 1.537, 4.256], [0.334, 2.823, 5.000], [0.680, 3.892, 3.969], [1.848, 3.548, 2.981], [1.628, 2.206, 2.451], [2.664, 1.897, 1.532], [1.760, 4.591, 1.852], [3.168, 3.723, 3.748], [0.647, -0.021, 2.441], [2.822, 1.413, 4.854], [3.168, 0.291, 3.673], [1.977, -0.223, 4.832], [-0.767, 1.733, 3.560], [-0.285, 0.669, 4.816], [1.146, 2.703, 5.719], [-0.584, 3.166, 5.483], [0.913, 4.818, 4.503], [-0.196, 4.140, 3.360], [2.751, 4.606, 1.389], [1.133, 4.274, 1.011], [1.381, 5.579, 2.108], [2.990, 3.687, 4.823], [3.874, 2.945, 3.457], [3.603, 4.705, 3.558], [0.304, -0.902, 2.983], [1.375, -0.498, 1.773], [-0.095, 0.454, 1.798], [2.124, 1.570, 0.797], [3.494, -5.792, 2.021], [3.280, -4.225, 1.968], [2.794, -3.730, 3.320], [3.851, -3.555, 4.360], [4.997, -2.706, 3.812], [5.604, -3.189, 2.438], [4.514, -3.538, 1.542], [4.932, -4.207, 0.322], [6.410, -1.981, 1.918], [6.567, -4.360, 2.746], [2.157, -3.952, 0.979], [2.734, -6.241, 2.657], [4.508, -5.991, 2.375], [3.524, -6.231, 1.025], [2.203, -2.813, 3.223], [2.032, -4.436, 3.671], [4.251, -4.531, 4.655], [3.305, -3.110, 5.197], [5.771, -2.759, 4.581], [4.679, -1.677, 3.645], [5.957, -1.221, 1.287], [6.878, -1.435, 2.746], [7.322, -2.359, 1.441], [6.903, -4.855, 1.832], [7.458, -4.033, 3.285], [6.105, -5.119, 3.378], [2.357, -4.355, -0.016], [2.017, -2.895, 0.740], [1.208, -4.376, 1.315], [5.505, -4.868, 0.737], [-1.443, -2.209, -7.464], [-1.796, -2.751, -6.050], [-0.721, -2.218, -5.069], [-0.949, -0.783, -4.628], [-2.347, -0.537, -4.015], [-3.445, -1.056, -4.981], [-3.119, -2.365, -5.543], [-4.195, -2.976, -6.212], [-4.744, -1.144, -4.147], [-3.644, 0.015, -6.097], [-1.751, -4.271, -6.143], [-0.596, -2.819, -7.772], [-1.285, -1.135, -7.430], [-2.275, -2.406, -8.146], [-0.721, -2.916, -4.228], [0.255, -2.379, -5.529], [-0.916, -0.064, -5.449], [-0.211, -0.573, -3.853], [-2.570, 0.527, -4.061], [-2.428, -1.032, -3.049], [-5.496, -1.464, -4.870], [-4.627, -1.912, -3.380], [-4.976, -0.192, -3.675], [-2.938, -0.008, -6.923], [-4.531, -0.367, -6.622], [-3.857, 0.959, -5.600], [-2.294, -4.649, -7.017], [-2.003, -5.013, -5.380], [-0.725, -4.609, -6.348], [-4.787, -3.284, -5.518], [2.754, -0.197, -4.751], [3.524, 0.941, -4.009], [2.486, 1.756, -3.258], [3.102, 2.753, -2.307], [4.012, 2.037, -1.331], [5.107, 1.157, -1.968], [4.494, 0.347, -3.061], [5.436, -0.447, -3.723], [6.236, 2.088, -2.436], [5.610, 0.229, -0.908], [4.239, 1.895, -5.040], [2.057, -0.559, -3.999], [3.480, -0.946, -5.066], [2.317, 0.162, -5.683], [1.790, 2.199, -3.977], [1.885, 1.086, -2.633], [2.356, 3.389, -1.820], [3.654, 3.519, -2.873], [3.415, 1.318, -0.767], [4.435, 2.825, -0.706], [6.946, 2.350, -1.646], [6.904, 1.537, -3.115], [5.950, 3.031, -2.902], [5.813, 0.710, 0.052], [4.862, -0.522, -0.617], [6.407, -0.462, -1.197], [3.935, 1.490, -6.009], [5.321, 1.752, -5.096], [3.966, 2.941, -4.940], [6.065, 0.177, -4.136], [-3.203, 0.389, 4.133], [-4.242, -0.761, 4.090], [-5.410, -0.627, 3.136], [-5.010, -1.018, 1.734], [-4.426, -2.424, 1.642], [-3.370, -2.736, 2.758], [-3.672, -2.119, 4.075], [-2.582, -2.266, 4.957], [-3.320, -4.253, 2.878], [-2.054, -2.284, 2.137], [-4.830, -0.555, 5.534], [-2.653, 0.473, 3.187], [-2.595, 0.456, 5.025], [-3.733, 1.340, 3.981], [-6.101, -1.384, 3.516], [-5.801, 0.388, 3.184], [-4.304, -0.365, 1.217], [-5.840, -1.001, 1.015], [-3.929, -2.340, 0.674], [-5.053, -3.317, 1.599], [-4.272, -4.656, 3.246], [-3.166, -4.778, 1.935], [-2.553, -4.575, 3.587], [-1.232, -2.450, 2.844], [-1.774, -2.641, 1.152], [-2.039, -1.188, 2.136], [-5.591, -1.293, 5.813], [-4.938, 0.485, 5.820], [-4.045, -0.941, 6.199], [-2.763, -3.115, 5.373], [-5.342, 2.027, -0.148], [-3.989, 2.525, -0.664], [-4.188, 3.235, -1.998], [-4.725, 4.696, -1.937], [-3.871, 5.581, -1.045], [-3.655, 4.931, 0.343], [-3.382, 3.494, 0.246], [-2.892, 2.849, 1.404], [-2.531, 5.639, 1.066], [-5.019, 5.172, 1.081], [-3.025, 1.373, -0.961], [-5.300, 1.779, 0.916], [-5.752, 1.207, -0.746], [-6.217, 2.691, -0.168], [-3.208, 3.427, -2.453], [-4.695, 2.581, -2.709], [-5.791, 4.659, -1.689], [-4.755, 5.156, -2.929], [-4.366, 6.546, -0.918], [-2.978, 5.772, -1.648], [-1.650, 5.713, 0.427], [-2.699, 6.688, 1.333], [-2.434, 5.218, 2.071], [-5.903, 5.084, 0.455], [-5.080, 4.461, 1.905], [-4.955, 6.206, 1.428], [-2.062, 1.818, -1.243], [-3.254, 0.949, -1.937], [-2.792, 0.777, -0.084], [-1.965, 3.123, 1.448]],
  "total_charge": -1,
  "e_above_lowest_kcal_mol": 82.3,
  "total_energy_ha": -3134.0317,
  "orbital_gap_ev": 6.34,
  "homo_ev": -4.22,
  "max_force_ev_per_a": 4.27
}